A | 15
Properties=species:S:1:pos:R:3 method="wB97M-V/def2-TZVPD" spin_multiplicity=1 mol_weight_g_mol=109.13 homo_energy_ev=-8.5075 lumo_ev=0.0 orbital_gap_ev=8.6
C -2.1671 -0.8008 -0.0780
C -0.6952 -0.3016 -0.0169
C -0.5688 1.0806 -0.1469
C 0.5822 1.7485 -0.0021
C 1.5552 -0.6097 0.0044
H -3.0214 0.0063 -0.6396
H -2.0149 -1.7345 -0.7128
H -2.3301 -1.3112 0.9400
H -1.4755 1.5065 0.1294
H 0.8462 2.7269 0.3927
H 2.5428 1.3518 -0.0266
H 2.1286 -2.1099 -0.0827
N 1.6762 0.8782 0.0716
N 2.6932 -1.2509 -0.2186
N 0.2485 -1.1801 0.3860

=====

B | 15
Properties=species:S:1:pos:R:3 method="wB97M-V/def2-TZVPD" spin_multiplicity=1 mol_weight_g_mol=109.13 homo_energy_ev=-7.6511 lumo_ev=-0.6 orbital_gap_ev=7.1
C 0.2750 0.0465 1.1914
C -1.7116 1.1283 0.0012
C 1.3372 -0.7024 0.8453
C -3.1498 2.1140 -1.5461
C 3.2222 -2.0905 0.9814
N -0.6529 0.6063 0.4648
N -2.7727 1.6543 -0.2982
N 2.5167 -0.8018 1.2397
H 0.9433 -1.5394 0.3622
H -2.3054 2.0005 -2.4628
H -3.5093 3.2014 -1.6206
H -4.0364 1.5824 -1.8774
H 2.4888 -2.9333 1.1181
H 3.9854 -2.1028 1.6812
H 3.3693 -2.1634 -0.0801

=====

Stability ranking, top and bottom: A is the most stable and B is the least stable.

=====

A | 15
Properties=species:S:1:pos:R:3 method="wB97M-V/def2-TZVPD" spin_multiplicity=1 mol_weight_g_mol=109.13 smiles="[H]/N=C/C.N#CC=C=N" homo_energy_ev=-9.3182 lumo_ev=0.8 orbital_gap_ev=10.1
C 0.7393 -2.6414 -0.1920
C -1.1809 -1.4207 0.4340
C 1.0570 1.3296 0.4681
C -0.0955 -2.0105 0.7678
C 0.3008 1.7421 -0.7509
N 1.3814 -3.1325 -1.0062
N -2.2444 -0.8711 0.2064
N -0.7841 1.1689 -0.9380
H 2.1161 1.7120 0.4522
H 0.5371 2.0431 1.1388
H 0.8695 0.2238 0.8705
H 0.0747 -2.1183 1.8505
H 0.7219 2.5035 -1.3835
H -1.2897 1.3457 -1.8099
H -2.2032 0.1257 -0.1076

=====

B | 15
Properties=species:S:1:pos:R:3 method="wB97M-V/def2-TZVPD" spin_multiplicity=1 mol_weight_g_mol=109.13 homo_energy_ev=-8.0592 lumo_ev=0.6 orbital_gap_ev=8.7
C -2.6588 0.7342 -0.3521
C -2.7819 -0.5503 0.2296
C -1.3260 0.9922 -0.4265
C 0.5677 -0.2672 0.6666
C 2.8225 0.5991 0.6087
N -1.6062 -1.0628 0.5129
N 1.6078 0.3236 0.3954
N -0.6678 -0.1140 0.1910
H -3.4247 1.3689 -0.6402
H -3.6962 -1.1666 0.4272
H -0.6680 1.8028 -0.7924
H 2.6434 -1.8144 -0.8947
H 3.1518 1.4572 1.3681
H 3.5746 0.0378 0.0797
H 2.4620 -2.3405 -1.3732

=====

C | 15
Properties=species:S:1:pos:R:3 method="wB97M-V/def2-TZVPD" spin_multiplicity=1 mol_weight_g_mol=109.13 homo_energy_ev=-8.7454 lumo_ev=1.0 orbital_gap_ev=9.8
C 0.1909 1.7090 -0.1178
C -0.2367 -0.8497 -0.5105
C 0.2314 1.0111 1.1717
N -1.2423 -1.4260 -1.3221
C 0.8543 -1.6485 0.1587
C -0.6367 0.4380 0.1389
N 1.2023 -1.0220 -0.8804
N 0.6017 0.9060 2.3544
H -1.5076 -0.8198 -2.0901
H -0.9842 -2.3419 -1.6683
H 1.2593 1.6232 2.6638
H 1.2577 -2.3848 0.8195
H 1.0501 1.6110 -0.7672
H -0.3316 2.6509 -0.2016
H -1.7085 0.5435 0.2509

=====

Stability ranking, top and bottom: A is the most stable and B is the least stable.